# 1
C24H33Cl6F5O21 | ωB97M-V/def2-TZVPD

The geometry in ORCA input format:
```
! RIJCOSX wB97M-V def2-TZVPD def2/J DEFGRID3
* xyz 0 1
C 1.32 1.29 -5.04
O 0.39 1.00 -6.08
C -0.41 -0.05 -6.00
O -1.14 -0.39 -6.87
O -0.33 -0.61 -4.79
C -1.08 -1.82 -4.59
H 2.00 2.09 -5.33
H 1.94 0.40 -4.91
H 0.87 1.57 -4.10
H -0.98 -2.52 -5.42
H -2.15 -1.62 -4.62
H -0.82 -2.22 -3.62
C -2.23 2.41 -2.78
O -2.55 3.64 -2.16
C -1.57 4.47 -1.84
O -0.39 4.27 -1.94
O -2.15 5.60 -1.42
C -1.27 6.59 -0.93
H -2.10 1.54 -2.13
H -1.37 2.53 -3.43
H -3.07 2.06 -3.37
H -0.83 7.18 -1.74
H -0.37 6.24 -0.41
H -1.79 7.21 -0.21
C 2.07 -3.15 -1.57
C 3.18 -4.00 -0.92
O 4.29 -3.88 -1.76
C 4.12 -2.81 -2.55
O 4.96 -2.38 -3.27
O 2.90 -2.28 -2.36
F 2.74 -5.31 -0.92
H 1.56 -2.53 -0.84
H 1.33 -3.64 -2.20
H 3.44 -3.73 0.11
C 1.22 3.03 0.42
C 2.48 3.90 0.28
O 2.66 4.31 1.62
C 2.19 3.33 2.42
O 2.40 3.28 3.58
O 1.51 2.42 1.69
F 2.17 4.99 -0.48
H 1.03 2.28 -0.35
H 0.29 3.60 0.48
H 3.33 3.38 -0.16
C 4.64 0.64 2.57
C 4.11 -0.77 2.83
O 3.39 -1.10 1.66
C 3.37 -0.04 0.84
O 2.73 0.01 -0.17
O 4.16 0.95 1.26
F 3.28 -0.80 3.91
H 5.72 0.59 2.64
H 4.25 1.38 3.27
H 4.90 -1.51 2.95
C -5.98 -2.43 2.29
C -5.73 -1.66 1.01
O -4.39 -1.95 0.74
C -3.76 -2.11 1.94
O -2.61 -2.07 2.15
O -4.72 -2.27 2.91
F -5.84 -0.30 1.17
H -6.20 -3.47 2.04
H -6.79 -2.01 2.88
H -6.42 -1.85 0.18
C 1.16 -3.62 4.22
C 2.40 -4.19 3.53
O 2.08 -4.08 2.17
C 0.76 -3.89 2.02
O 0.24 -3.76 0.97
O 0.15 -3.84 3.22
F 2.55 -5.52 3.82
H 1.29 -2.55 4.37
H 0.90 -4.09 5.16
H 3.29 -3.66 3.86
C -0.54 0.23 4.93
Cl 0.57 0.03 3.53
Cl -2.23 0.42 4.46
H -0.54 -0.76 5.37
H -0.23 0.98 5.64
C -5.18 1.72 -1.30
Cl -6.60 2.29 -0.38
Cl -5.75 0.77 -2.70
H -4.64 2.54 -1.76
H -4.54 1.16 -0.63
C -0.51 -0.26 0.29
Cl -0.15 -0.50 -1.44
Cl -2.02 0.65 0.60
H -0.64 -1.24 0.72
H 0.31 0.28 0.74
*
```

The energy relative to the best compared isomer or geometry (same formula, charge and spin) comes out at 0.0 kJ/mol. The HOMO energy comes out at -10.65 eV. Its total energy is -157143.3633 eV. The LUMO energy comes out at 0.019 eV. As for the SMILES: O=C1OC[C@@H](F)O1.O=C1OC[C@@H](F)O1.O=C1OC[C@@H](F)O1.O=C1OC[C@@H](F)O1.O=C1OC[C@@H](F)O1.COC(=O)OC.COC(=O)OC.ClCCl.ClCCl.ClCCl.

# 2
C24H33ClN4O4 | ωB97M-V/def2-TZVPD

The geometry in ORCA input format:
```
! RIJCOSX wB97M-V def2-TZVPD def2/J DEFGRID3
* xyz 0 1
C 2.35 4.99 0.31
C 2.65 3.93 -0.74
C 2.14 2.56 -0.31
H 1.05 2.61 -0.16
H 2.59 2.29 0.64
C 2.46 1.49 -1.36
N 1.88 0.21 -1.01
C 0.81 -0.35 -1.60
O 0.26 -1.34 -1.12
C 0.26 0.24 -2.89
C -0.76 1.35 -2.62
C -2.17 0.93 -2.20
O -3.10 1.69 -2.36
N -2.28 -0.29 -1.61
C -3.45 -0.82 -1.12
N -3.42 -1.95 -0.46
O -4.70 -2.23 -0.10
C -5.51 -1.26 -0.54
C -4.78 -0.32 -1.21
H -5.10 0.58 -1.69
C -6.97 -1.36 -0.26
H -7.38 -2.25 -0.74
H -7.13 -1.45 0.81
H -7.48 -0.48 -0.64
H -1.46 -0.88 -1.45
H -0.89 1.95 -3.52
H -0.39 2.03 -1.84
H 1.06 0.61 -3.52
H -0.23 -0.58 -3.42
C 2.49 -0.46 0.14
C 2.60 -1.96 -0.06
C 2.18 -2.86 0.92
C 2.31 -4.22 0.74
C 2.87 -4.72 -0.42
C 3.32 -3.85 -1.39
C 3.19 -2.48 -1.20
Cl 3.82 -1.44 -2.43
H 3.78 -4.22 -2.30
H 2.97 -5.79 -0.57
H 1.98 -4.89 1.51
H 1.75 -2.48 1.83
H 3.52 -0.07 0.21
C 1.79 -0.07 1.46
O 2.44 0.41 2.38
N 0.47 -0.28 1.45
H 0.10 -0.83 0.69
C -0.44 0.00 2.56
C -0.11 -0.93 3.74
H -0.25 -1.97 3.45
H 0.92 -0.77 4.05
H -0.77 -0.72 4.58
C -0.30 1.46 2.98
H 0.71 1.66 3.32
H -0.52 2.12 2.15
H -0.99 1.68 3.79
C -1.86 -0.27 2.05
H -2.11 0.43 1.25
H -1.95 -1.28 1.67
H -2.57 -0.13 2.85
H 3.54 1.37 -1.45
H 2.08 1.82 -2.33
H 3.73 3.88 -0.90
H 2.19 4.21 -1.69
H 2.80 4.73 1.26
H 1.27 5.08 0.46
H 2.73 5.96 -0.01
*
```

The energy relative to the best compared isomer or geometry (same formula, charge and spin) comes out at 16.7 kJ/mol. The HOMO energy comes out at -9.10 eV. Its total energy is -52097.8920 eV. The LUMO energy comes out at 0.576 eV. As for the SMILES: CCCCN(C(=O)CCC(=O)Nc1cc(C)on1)[C@@H](C(=O)NC(C)(C)C)c1ccccc1Cl.

# 3
C24H33FNO5 | ωB97M-V/def2-TZVPD

The geometry in ORCA input format:
```
! RIJCOSX wB97M-V def2-TZVPD def2/J DEFGRID3
* xyz 1 1
C 4.76 -2.19 1.37
C 5.35 -3.03 0.06
C 5.24 -2.03 -1.28
C 3.63 -1.88 -1.68
N 2.94 -3.17 -2.14
C 1.49 -3.19 -2.59
C 0.50 -1.84 -2.62
O -0.87 -1.99 -3.12
C -1.87 -1.96 -2.03
C -1.99 -3.41 -1.21
C -3.62 -3.64 -0.93
O -1.47 -4.56 -1.98
C 1.20 -0.44 -2.11
C 0.31 0.97 -2.08
C 0.01 1.50 -0.53
C 0.55 0.67 0.82
C 0.23 1.15 2.37
C -0.65 2.53 2.68
C -1.17 3.40 1.34
C -2.06 4.77 1.65
C -0.84 2.89 -0.21
C 2.80 -0.46 -1.62
C 3.57 0.94 -1.12
C 4.05 1.69 -2.53
H 3.62 -2.44 1.55
H 5.43 -2.54 2.29
H 4.84 -1.03 1.18
H 4.70 -3.98 -0.21
H 6.47 -3.27 0.25
H 5.89 -2.44 -2.18
H 5.73 -0.99 -0.97
H 3.46 -4.10 -2.20
H 1.04 -4.23 -2.95
H -1.77 -1.04 -1.30
H -2.93 -1.84 -2.57
H -1.51 -3.28 -0.14
H -3.80 -4.08 0.16
H -4.13 -4.34 -1.71
H -4.18 -2.60 -0.95
H -1.70 -4.46 -2.95
H 0.81 1.81 -2.74
H -0.76 0.65 -2.51
H 1.18 -0.33 0.70
H 0.59 0.53 3.32
H -0.89 2.91 3.78
H -1.40 5.73 1.41
H -2.36 4.74 2.78
H -3.04 4.79 1.01
H -1.21 3.49 -1.17
H 2.84 1.67 -0.55
H 4.49 0.71 -0.41
H 5.13 1.36 -2.88
H 3.92 2.86 -2.50
H 3.29 1.29 -3.36
C -5.71 2.89 2.57
C -6.38 2.34 3.78
O -5.33 2.24 4.72
C -4.45 3.23 4.38
O -3.56 3.64 5.11
O -4.70 3.71 3.12
F -6.86 1.10 3.55
H -5.25 2.11 1.95
H -6.39 3.48 1.95
H -7.17 2.98 4.19
*
```

The HOMO energy comes out at -10.67 eV. Its total energy is -39841.9876 eV. The LUMO energy comes out at -4.403 eV.

# 4
C24H33GeN8O5RhS2Se | ωB97M-V/def2-TZVPD

The geometry in ORCA input format:
```
! RIJCOSX wB97M-V def2-TZVPD def2/J DEFGRID3
* xyz 0 1
Rh 0.39 -0.01 -0.51
C 2.23 1.29 4.97
C 3.21 1.61 3.85
N 3.18 0.65 2.74
C 2.13 0.50 1.90
S 2.55 0.09 0.24
N 0.90 0.66 2.31
N -0.03 0.57 1.32
C -1.24 0.94 1.59
C -1.70 1.23 2.98
C -2.11 1.11 0.42
C -3.41 1.57 0.48
C -4.12 1.79 -0.70
C -3.50 1.55 -1.91
C -2.19 1.08 -1.90
N -1.53 0.86 -0.78
H 2.32 2.03 5.77
H 2.43 0.30 5.39
H 1.21 1.31 4.59
H 4.23 1.58 4.25
H 3.01 2.62 3.48
H 4.07 0.52 2.28
H -1.00 0.80 3.69
H -2.69 0.81 3.14
H -1.75 2.30 3.16
H -3.87 1.75 1.44
H -5.14 2.15 -0.68
H -4.01 1.72 -2.85
H -1.66 0.88 -2.83
O -5.03 -2.71 -6.88
S -6.46 -2.79 -6.65
O -7.26 -1.78 -7.31
O -7.02 -4.13 -6.64
C -6.64 -2.36 -4.86
N -7.89 -2.24 -4.39
C -7.97 -1.99 -3.09
C -6.85 -1.88 -2.27
C -5.61 -2.03 -2.86
N -5.51 -2.27 -4.17
C -4.32 -1.97 -2.14
C -4.22 -1.78 -0.76
C -2.98 -1.83 -0.16
N -1.84 -2.04 -0.82
C -1.93 -2.21 -2.14
C -3.13 -2.17 -2.83
H -8.97 -1.88 -2.69
H -6.97 -1.68 -1.21
H -5.10 -1.62 -0.15
H -2.90 -1.69 0.92
H -1.01 -2.41 -2.66
H -3.17 -2.30 -3.91
O 1.64 -1.64 -3.92
N 1.60 -1.42 -2.75
O 0.75 -0.48 -2.39
C 4.20 -3.38 -2.20
Ge 3.32 -4.43 -0.82
C 4.66 -5.46 0.16
C 1.90 -5.63 -1.44
C 2.50 -3.17 0.51
Se 0.71 -2.58 -0.01
C -0.03 -2.63 1.77
H 4.27 -3.94 -3.14
H 5.22 -3.14 -1.87
H 3.67 -2.45 -2.39
H 5.09 -6.21 -0.51
H 4.22 -5.98 1.01
H 5.47 -4.82 0.52
H 2.30 -6.35 -2.15
H 1.09 -5.09 -1.91
H 1.50 -6.19 -0.59
H 3.12 -2.29 0.64
H 2.38 -3.66 1.48
H -0.04 -3.66 2.12
H -1.05 -2.25 1.72
H 0.57 -2.00 2.43
*
```

The energy relative to the best compared isomer or geometry (same formula, charge and spin) comes out at 124.5 kJ/mol. The HOMO energy comes out at -6.99 eV. Its total energy is -194118.1367 eV. The LUMO energy comes out at -3.370 eV.

# 5
C24H33LuN3O5Si | ωB97M-V/def2-TZVPD

The geometry in ORCA input format:
```
! RIJCOSX wB97M-V def2-TZVPD def2/J DEFGRID3
* xyz 1 1
Lu -0.34 -0.40 -0.63
C -4.18 -3.48 -0.74
C -2.70 -3.66 -0.59
C -2.19 -4.66 -1.59
O -2.29 -3.98 0.78
C -1.99 -2.33 -0.96
O -0.77 -2.33 -1.41
O -2.55 -1.20 -0.68
H -4.80 -4.33 -0.41
H -4.53 -3.32 -1.76
H -4.40 -2.63 -0.09
H -2.35 -5.71 -1.30
H -1.10 -4.54 -1.55
H -2.52 -4.58 -2.60
H -2.87 -4.64 1.22
C 1.01 3.37 -3.08
Si -0.50 2.23 -2.77
C -0.33 0.56 -3.69
C -2.11 3.06 -3.39
N -0.69 1.68 -1.15
C -0.82 2.46 -0.03
C -0.80 3.87 0.04
C -0.87 4.59 1.24
C -1.13 3.95 2.44
C -1.11 2.53 2.44
C -1.02 1.82 1.25
O -1.01 0.36 1.30
C -1.64 -0.38 2.35
C -0.81 -1.20 3.07
C -1.26 -1.85 4.27
C -2.52 -1.59 4.76
C -3.39 -0.83 3.96
C -2.95 -0.24 2.76
H 1.86 2.77 -3.47
H 1.34 3.80 -2.14
H 0.70 4.11 -3.85
H 0.55 0.55 -4.35
H -1.23 0.30 -4.23
H -0.18 -0.30 -3.01
H -1.95 3.76 -4.22
H -2.62 3.60 -2.56
H -2.72 2.26 -3.79
H -0.74 4.40 -0.91
H -0.64 5.68 1.22
H -1.43 4.46 3.37
H -1.23 1.90 3.35
H 0.19 -1.51 2.71
H -0.52 -2.45 4.80
H -2.81 -1.99 5.71
H -4.46 -0.72 4.22
H -3.70 0.20 2.10
N 1.81 -0.62 -0.81
C 2.94 -0.27 -0.63
N 4.15 0.04 -0.31
C 5.31 0.01 -1.21
C 6.49 -0.73 -0.54
O 6.80 -0.13 0.76
C 5.64 -0.37 1.58
C 4.41 0.37 1.07
H 5.55 1.02 -1.54
H 5.00 -0.47 -2.13
H 7.35 -0.58 -1.19
H 6.31 -1.81 -0.43
H 5.86 0.00 2.59
H 5.46 -1.48 1.57
H 4.54 1.46 1.14
H 3.50 0.13 1.66
*
```

The energy relative to the best compared isomer or geometry (same formula, charge and spin) comes out at 72.8 kJ/mol. The HOMO energy comes out at -10.13 eV. Its total energy is -81626.7279 eV. The LUMO energy comes out at -2.835 eV.

# 6
C24H33N3O2 | ωB97M-V/def2-TZVPD

The geometry in ORCA input format:
```
! RIJCOSX wB97M-V def2-TZVPD def2/J DEFGRID3
* xyz 0 1
O 4.57 4.01 3.34
O 5.29 0.32 2.63
C 4.36 4.34 2.18
C 5.42 1.32 1.94
C -7.07 -4.12 1.09
C -0.18 2.63 -1.36
C -6.58 -4.76 -0.04
C -6.37 -3.04 1.64
C -0.10 1.78 -0.24
C 0.99 3.06 -2.01
C -5.39 -4.32 -0.64
C -5.19 -2.60 1.04
C 1.16 1.36 0.22
C 2.25 2.64 -1.54
C -4.68 -3.21 -0.12
C 2.34 1.79 -0.42
N 6.66 1.74 1.66
N -2.23 -4.78 0.03
N 4.21 3.46 1.19
C 4.25 5.80 1.81
C 7.11 2.81 0.77
C -2.18 -3.31 0.00
C -2.36 -1.98 -2.89
C -2.35 -0.81 -1.92
C -3.28 -3.03 -2.28
C -3.29 -1.18 -0.78
C -3.38 -2.72 -0.77
C 3.69 1.33 0.09
C 4.14 2.00 1.40
H -7.99 -4.46 1.56
H -1.15 2.95 -1.73
H -7.11 -5.61 -0.46
H -6.75 -2.55 2.53
H -1.00 1.45 0.25
H 0.92 3.71 -2.87
H -5.02 -4.85 -1.51
H -4.66 -1.76 1.49
H 1.22 0.71 1.08
H 3.14 2.97 -2.05
H 7.38 1.20 2.13
H -3.15 -5.10 0.33
H -1.50 -5.16 0.64
H 4.00 3.81 0.27
H 3.29 5.97 1.32
H 5.07 6.06 1.15
H 4.30 6.39 2.72
H 8.16 2.68 0.54
H 6.99 3.78 1.27
H 6.54 2.80 -0.16
H -1.24 -2.99 -0.45
H -2.19 -2.93 1.03
H -2.73 -1.68 -3.88
H -1.35 -2.39 -3.01
H -1.33 -0.66 -1.54
H -2.66 0.12 -2.41
H -4.27 -2.94 -2.74
H -2.91 -4.05 -2.47
H -4.28 -0.76 -0.99
H -2.94 -0.78 0.17
H 3.62 0.25 0.27
H 4.45 1.48 -0.68
H 3.37 1.82 2.15
*
```

The energy relative to the best compared isomer or geometry (same formula, charge and spin) comes out at 39.7 kJ/mol. The HOMO energy comes out at -8.99 eV. Its total energy is -33989.9845 eV. The LUMO energy comes out at 0.513 eV. As for the SMILES: CNC(=O)[C@H](Cc1ccccc1)NC(C)=O.NCC1(c2ccccc2)CCCC1.

# 7
C24H33N3O2S2 | ωB97M-V/def2-TZVPD

The geometry in ORCA input format:
```
! RIJCOSX wB97M-V def2-TZVPD def2/J DEFGRID3
* xyz 0 1
C 6.07 6.45 -3.43
C 5.82 6.41 -1.93
H 5.38 7.35 -1.58
H 6.75 6.21 -1.40
O 4.86 5.41 -1.59
C 5.33 4.15 -1.47
O 6.49 3.86 -1.61
C 4.26 3.19 -1.13
C 2.93 3.58 -0.95
C 1.98 2.65 -0.63
C 2.31 1.30 -0.49
C 3.64 0.91 -0.64
C 4.60 1.85 -0.96
H 5.63 1.56 -1.08
H 3.92 -0.12 -0.52
N 1.28 0.43 -0.13
C 1.17 -0.92 -0.25
N 0.11 -1.49 0.39
C -0.89 -0.73 1.11
H -0.41 0.01 1.76
H -1.42 -1.43 1.77
C -1.94 -0.07 0.22
H -2.39 -0.83 -0.42
C -3.02 0.60 1.08
N -3.69 -0.38 1.91
C -4.77 -1.05 1.20
C -5.30 -2.21 2.03
C -5.82 -1.72 3.38
C -6.30 -2.88 4.25
H -7.10 -3.42 3.75
H -6.67 -2.51 5.20
H -5.48 -3.57 4.44
C -4.69 -0.94 4.06
C -4.19 0.18 3.15
H -3.37 0.71 3.65
H -5.01 0.90 2.98
H -5.04 -0.52 5.00
H -3.87 -1.62 4.27
H -6.66 -1.04 3.20
H -6.10 -2.72 1.48
H -4.49 -2.93 2.19
H -4.38 -1.43 0.25
H -5.59 -0.35 0.97
H -3.72 1.15 0.43
H -2.53 1.33 1.73
H -1.49 0.69 -0.44
C -0.11 -2.92 0.31
C -1.29 -3.26 -0.54
C -1.45 -3.04 -1.87
C -2.72 -3.45 -2.35
C -3.50 -3.97 -1.37
S -2.71 -3.97 0.16
H -4.50 -4.36 -1.44
H -3.03 -3.37 -3.37
H -0.68 -2.62 -2.50
H -0.25 -3.31 1.32
H 0.80 -3.36 -0.12
S 2.23 -1.83 -1.14
H 0.45 0.92 0.17
H 0.95 2.96 -0.50
H 2.66 4.62 -1.07
H 6.51 5.51 -3.76
H 6.75 7.26 -3.67
H 5.13 6.61 -3.97
*
```

The energy relative to the best compared isomer or geometry (same formula, charge and spin) comes out at 21.4 kJ/mol. The HOMO energy comes out at -8.07 eV. Its total energy is -55660.4088 eV. The LUMO energy comes out at 0.443 eV. As for the SMILES: CCOC(=O)c1ccc(NC(=S)N(CCCN2CCC(C)CC2)Cc2cccs2)cc1.